[1]
Density functional theory data (ωB97M-V/def2-TZVPD) for a single C21H32FNO5S molecule in a non-equilibrium geometry.

Last columns: bonded neighbours and bond lengths (Å).
Geometry (Å):
1 C 3.6724 2.5835 -0.5029  C2 1.604, H30 1.143, H31 1.154, H32 1.154
2 C 3.3374 1.0153 -0.5108  C1 1.604, C3 1.565, C29 1.542
3 C 4.5184 0.0596 -0.1341  C2 1.565, C4 1.546, H33 1.150
4 C 4.2136 -1.4564 -0.1178  C3 1.546, C5 1.563, H34 1.150
5 C 2.8342 -2.0885 -0.4918  C4 1.563, C6 1.595, C9 1.544
6 C 2.7394 -3.6800 -0.4395  C5 1.595, C7 1.609, C8 1.619, H35 1.156
7 C 1.8200 -4.3425 -1.5810  C6 1.609, H36 1.153, H37 1.140, H38 1.155
8 C 2.3302 -4.1036 1.0683  C6 1.619, H39 1.147, H40 1.155, H41 1.148
9 C 1.6854 -1.1345 -0.8856  C5 1.544, O10 1.424, C29 1.559
10 O 0.4047 -1.6118 -1.2846  C9 1.424, C11 1.453
11 C -0.3717 -2.0955 -0.1553  O10 1.453, C12 1.596, H42 1.158, H43 1.155
12 C -1.8580 -1.5182 -0.0918  C11 1.596, O13 1.479, C23 1.606, H44 1.152
13 O -2.4641 -1.8318 -1.4035  C12 1.479, S14 1.683
14 S -4.1386 -1.6848 -1.3293  O13 1.683, O15 1.507, O16 1.714
15 O -4.7568 -2.3285 -2.5439  S14 1.507
16 O -4.3927 -0.0025 -1.5372  S14 1.714, C17 1.452
17 C -3.2409 0.5749 -2.2076  O16 1.452, C18 1.606, H45 1.156, H46 1.157
18 C -1.9556 0.8248 -1.2784  C17 1.606, C19 1.604, C23 1.608, H47 1.158
19 C -1.7162 2.4089 -1.2040  C18 1.604, C20 1.607, H48 1.157, H49 1.157
20 C -2.8456 3.2364 -0.4150  C19 1.607, C21 1.628, H50 1.139, H51 1.140
21 C -2.0505 4.2949 0.5331  C20 1.628, F22 1.460, H52 1.139, H53 1.155
22 F -1.3271 5.2556 -0.2949  C21 1.460
23 C -1.9703 0.0668 0.1398  C12 1.606, C18 1.608, C24 1.616, H54 1.159
24 C -0.9262 0.6581 1.2222  C23 1.616, C25 1.635, H55 1.139, H56 1.153
25 C -1.7834 1.3552 2.4269  C24 1.635, C26 1.600, H57 1.136, H58 1.157
26 C -0.7583 1.9436 3.5046  C25 1.600, N27 1.498, O28 1.250
27 N 0.5746 1.2985 3.7306  C26 1.498, H59 1.040, H60 1.035
28 O -1.0930 2.9328 4.1920  C26 1.250
29 C 1.9744 0.3970 -0.8820  C2 1.542, C9 1.559, H61 1.152
30 H 3.9575 2.9564 -1.5452  C1 1.143
31 H 2.7387 3.1608 -0.1458  C1 1.154
32 H 4.4894 2.8429 0.2698  C1 1.154
33 H 5.5711 0.4458 0.1211  C3 1.150
34 H 5.0895 -2.1463 0.1637  C4 1.150
35 H 3.8113 -4.0703 -0.6276  C6 1.156
36 H 1.5482 -3.5672 -2.3901  C7 1.153
37 H 2.3034 -5.2653 -2.0431  C7 1.140
38 H 0.8500 -4.6910 -1.0589  C7 1.155
39 H 1.4348 -4.8192 1.0992  C8 1.147
40 H 3.2178 -4.6342 1.5831  C8 1.155
41 H 2.0645 -3.1501 1.6502  C8 1.148
42 H -0.4792 -3.2377 -0.3153  C11 1.158
43 H 0.2094 -2.0024 0.8385  C11 1.155
44 H -2.4835 -2.1185 0.6673  C12 1.152
45 H -3.0138 -0.0330 -3.1644  C17 1.156
46 H -3.5858 1.6071 -2.5996  C17 1.157
47 H -1.0523 0.3939 -1.8608  C18 1.158
48 H -1.7444 2.7883 -2.2970  C19 1.157
49 H -0.6535 2.6806 -0.8363  C19 1.157
50 H -3.5434 2.5572 0.1765  C20 1.139
51 H -3.4712 3.8776 -1.1197  C20 1.140
52 H -2.7320 4.8034 1.2910  C21 1.139
53 H -1.2188 3.6701 1.0361  C21 1.155
54 H -3.0170 0.2489 0.6022  C23 1.159
55 H -0.1652 1.3856 0.7868  C24 1.139
56 H -0.3146 -0.1622 1.7531  C24 1.153
57 H -2.5590 2.0942 2.0482  C25 1.136
58 H -2.3359 0.4745 2.9348  C25 1.157
59 H 0.3646 0.2809 3.7672  N27 1.040
60 H 1.1202 1.4630 2.8660  N27 1.035
61 H 1.1439 1.1386 -1.1773  C29 1.152

Its molar mass is 429.55 Da. The total charge is 0. As for the orbital gap: 9.0 eV. The calculation puts the total energy at -1748.09120 a.u. The multiplicity is 1.

***

[2]
Density functional theory data (ωB97M-V/def2-TZVPD) for a single C21H32N2O2S molecule in a non-equilibrium geometry.

Last columns: bonded neighbours and bond lengths (Å).
Geometry (Å):
1 C -2.0131 2.9162 2.9636  C2 1.501, H27 1.088, H28 1.086, H29 1.090
2 C -1.3014 2.5282 4.2273  C1 1.501, C3 1.501, C4 1.328
3 C -1.9050 3.1115 5.4721  C2 1.501, H30 1.087, H31 1.090, H32 1.090
4 C -0.2156 1.7664 4.2843  C2 1.328, C5 1.498, H33 1.082
5 C 0.5245 1.1310 3.1472  C4 1.498, N6 1.457, H34 1.099, H35 1.096
6 N 0.7935 -0.2658 3.4625  C5 1.457, C7 1.451, C23 1.455
7 C -0.4082 -1.0730 3.5556  N6 1.451, C8 1.534, H36 1.092, H37 1.093
8 C -0.9781 -1.4853 2.1927  C7 1.534, N9 1.449, H38 1.093, H39 1.105
9 N 0.0539 -2.1760 1.4453  C8 1.449, C10 1.455, C22 1.451
10 C -0.4205 -2.8218 0.2311  N9 1.455, C11 1.498, H40 1.095, H41 1.094
11 C -0.9289 -1.8847 -0.8206  C10 1.498, C12 1.364, S21 1.734
12 C -2.1734 -1.3357 -0.9276  C11 1.364, C13 1.407, H42 1.076
13 C -2.2976 -0.4274 -1.9953  C12 1.407, C14 1.369, H43 1.076
14 C -1.1373 -0.2790 -2.7059  C13 1.369, C15 1.397, S21 1.743
15 C -0.9069 0.5270 -3.8234  C14 1.397, C16 1.205
16 C -0.6523 1.2272 -4.7711  C15 1.205, C17 1.462
17 C -0.4412 2.0383 -5.9686  C16 1.462, C18 1.531, C19 1.537, O20 1.423
18 C 1.0515 2.0712 -6.3060  C17 1.531, H44 1.086, H45 1.087, H46 1.087
19 C -0.9796 3.4552 -5.7120  C17 1.537, H47 1.089, H48 1.087, H49 1.088
20 O -1.0974 1.4507 -7.0857  C17 1.423, H50 0.963
21 S 0.1332 -1.2747 -2.0474  C11 1.734, C14 1.743
22 C 1.1910 -1.2992 1.2374  N9 1.451, C23 1.537, H51 1.092, H52 1.104
23 C 1.7799 -0.8977 2.5989  N6 1.455, C22 1.537, C24 1.536, H53 1.096
24 C 2.3883 -2.1164 3.3091  C23 1.536, C25 1.529, H54 1.093, H55 1.089
25 C 3.8325 -2.3646 2.8731  C24 1.529, O26 1.408, H56 1.101, H57 1.092
26 O 4.6767 -1.2663 3.1255  C25 1.408, H58 0.964
27 H -3.0830 2.9977 3.1463  C1 1.088
28 H -1.8529 2.1964 2.1658  C1 1.086
29 H -1.6583 3.8876 2.6179  C1 1.090
30 H -1.3166 2.8623 6.3508  C3 1.087
31 H -2.9181 2.7344 5.6130  C3 1.090
32 H -1.9656 4.1961 5.3865  C3 1.090
33 H 0.2240 1.5470 5.2483  C4 1.082
34 H -0.0145 1.2644 2.1983  C5 1.099
35 H 1.4951 1.6301 3.0447  C5 1.096
36 H -1.1581 -0.5105 4.1156  C7 1.092
37 H -0.1608 -1.9779 4.1157  C7 1.093
38 H -1.8191 -2.1664 2.3437  C8 1.093
39 H -1.3503 -0.5944 1.6561  C8 1.105
40 H -1.2233 -3.5074 0.5212  C10 1.095
41 H 0.4107 -3.4095 -0.1699  C10 1.094
42 H -2.9849 -1.5862 -0.2665  C12 1.076
43 H -3.2043 0.0979 -2.2391  C13 1.076
44 H 1.6167 2.4934 -5.4799  C18 1.086
45 H 1.2039 2.6713 -7.1990  C18 1.087
46 H 1.4009 1.0607 -6.5009  C18 1.087
47 H -2.0381 3.4188 -5.4571  C19 1.089
48 H -0.4411 3.9190 -4.8898  C19 1.087
49 H -0.8540 4.0579 -6.6086  C19 1.088
50 H -2.0354 1.3601 -6.8865  O20 0.963
51 H 1.9442 -1.8326 0.6542  C22 1.092
52 H 0.9137 -0.3868 0.6806  C22 1.104
53 H 2.5844 -0.1726 2.4306  C23 1.096
54 H 2.3679 -1.9289 4.3855  C24 1.093
55 H 1.7921 -3.0032 3.0968  C24 1.089
56 H 4.2165 -3.2637 3.3783  C25 1.101
57 H 3.8880 -2.5290 1.7948  C25 1.092
58 H 4.5863 -1.0214 4.0537  O26 0.964

The SMILES is CC(C)=CCN1CCN(Cc2ccc(C#CC(C)(C)O)s2)C[C@@H]1CCO. Its molar mass is 376.57 Da. The total charge is 0. As for the orbital gap: 8.6 eV. The calculation puts the total energy at -1477.47973 a.u. The multiplicity is 1.

***

[3]
Density functional theory data (ωB97M-V/def2-TZVPD) for a single C21H32N4O3 molecule.

Last columns: bonded neighbours and bond lengths (Å).
Geometry (Å):
1 C -3.5331 4.9735 -0.5409  C2 1.534, H29 1.087, H30 1.087, H31 1.087
2 C -2.1275 5.5171 -0.2556  C1 1.534, N3 1.448, H32 1.095, H33 1.094
3 N -1.1083 4.5446 0.0782  C2 1.448, C4 1.449, C28 1.448
4 C -0.8158 3.5924 -0.9741  N3 1.449, C5 1.525, H34 1.093, H35 1.101
5 C 0.4412 2.8083 -0.6125  C4 1.525, N6 1.452, H36 1.092, H37 1.105
6 N 0.2348 2.1009 0.6381  C5 1.452, C7 1.451, C27 1.450
7 C 1.3545 1.2378 0.9658  N6 1.451, C8 1.530, H38 1.107, H39 1.093
8 C 0.9449 0.1326 1.9409  C7 1.530, C9 1.531, H40 1.090, H41 1.089
9 C 2.1316 -0.7297 2.3776  C8 1.531, N10 1.445, H42 1.096, H43 1.093
10 N 2.8021 -1.3849 1.2776  C9 1.445, C11 1.346, H44 1.008
11 C 2.7538 -2.7123 1.0592  N10 1.346, O12 1.217, C13 1.524
12 O 2.1706 -3.4934 1.7878  C11 1.217
13 C 3.4930 -3.1509 -0.1993  C11 1.524, C14 1.541, H45 1.090, H46 1.090
14 C 2.5050 -3.2675 -1.3762  C13 1.541, C15 1.522, H47 1.087, H48 1.092
15 C 1.5203 -2.1081 -1.3298  C14 1.522, O16 1.219, N17 1.360
16 O 1.9055 -0.9818 -1.5927  C15 1.219
17 N 0.2305 -2.3762 -0.9904  C15 1.360, C18 1.451, C26 1.419
18 C -0.2489 -3.5829 -0.3432  N17 1.451, C19 1.528, H49 1.097, H50 1.086
19 C -0.9093 -3.1993 0.9801  C18 1.528, O20 1.409, H51 1.096, H52 1.092
20 O -1.9957 -2.3216 0.7946  C19 1.409, C21 1.363
21 C -1.8636 -1.4132 -0.2127  O20 1.363, C22 1.392, C26 1.400
22 C -2.8958 -0.4908 -0.3556  C21 1.392, C23 1.379, H53 1.078
23 C -2.8749 0.4329 -1.3787  C22 1.379, C24 1.386, H54 1.080
24 C -1.8197 0.4425 -2.2768  C23 1.386, C25 1.380, H55 1.079
25 C -0.7870 -0.4629 -2.1400  C24 1.380, C26 1.391, H56 1.077
26 C -0.7855 -1.3916 -1.1050  N17 1.419, C21 1.400, C25 1.391
27 C -0.0650 3.0635 1.6807  N6 1.450, C28 1.525, H57 1.091, H58 1.106
28 C -1.3325 3.8304 1.3171  N3 1.448, C27 1.525, H59 1.093, H60 1.103
29 H -3.9229 4.4389 0.3217  C1 1.087
30 H -4.2029 5.7997 -0.7652  C1 1.087
31 H -3.5198 4.3000 -1.3943  C1 1.087
32 H -1.7720 6.0637 -1.1347  C2 1.095
33 H -2.1808 6.2239 0.5784  C2 1.094
34 H -0.6513 4.1375 -1.9067  C4 1.093
35 H -1.6358 2.8714 -1.1161  C4 1.101
36 H 0.6486 2.0751 -1.3945  C5 1.092
37 H 1.2932 3.5083 -0.5423  C5 1.105
38 H 2.2013 1.8122 1.3873  C7 1.107
39 H 1.6831 0.7749 0.0322  C7 1.093
40 H 0.5031 0.5651 2.8390  C8 1.090
41 H 0.1827 -0.4776 1.4587  C8 1.089
42 H 2.8615 -0.1029 2.9025  C9 1.096
43 H 1.7968 -1.5201 3.0543  C9 1.093
44 H 3.1916 -0.7872 0.5651  N10 1.008
45 H 3.9595 -4.1187 -0.0150  C13 1.090
46 H 4.2662 -2.4220 -0.4408  C13 1.090
47 H 2.0137 -4.2366 -1.3774  C14 1.087
48 H 3.0596 -3.1685 -2.3117  C14 1.092
49 H -0.9804 -4.0752 -0.9954  C18 1.097
50 H 0.5619 -4.2673 -0.1113  C18 1.086
51 H -0.1569 -2.7460 1.6363  C19 1.096
52 H -1.3133 -4.0853 1.4753  C19 1.092
53 H -3.7078 -0.5313 0.3529  C22 1.078
54 H -3.6871 1.1371 -1.4806  C23 1.080
55 H -1.8020 1.1495 -3.0920  C24 1.079
56 H 0.0302 -0.4575 -2.8418  C25 1.077
57 H -0.2229 2.5392 2.6245  C27 1.091
58 H 0.7645 3.7829 1.8119  C27 1.106
59 H -1.5656 4.5518 2.1042  C28 1.093
60 H -2.1600 3.1050 1.2373  C28 1.103

The SMILES is CCN1CCN(CCCNC(=O)CCC(=O)N2CCOc3ccccc32)CC1. Its molar mass is 388.51 Da. The total charge is 0. As for the orbital gap: 8.9 eV. The calculation puts the total energy at -1264.18317 a.u. The multiplicity is 1.